Entry from OMol25: a gas-phase ion, C4H12NOS2 (charge +2) at a distorted geometry (ωB97M-V with the def2-TZVPD basis set).

XYZ file:
```
20
Properties=species:S:1:pos:R:3:forces:R:3:mulliken_charge:R:1
N -1.72022 0.90149 -1.51506 0.3 -1.1 0.0 -0.29
C -1.05043 1.53735 -0.29431 -0.4 0.8 -0.5 -0.06
C -2.19960 2.17839 0.49649 -1.3 -0.3 0.9 -0.76
O -3.16104 1.15774 0.72303 -0.1 -0.3 -1.3 -0.52
C -0.34873 0.48571 0.55558 -0.9 -1.0 -0.4 -0.71
S 0.98860 -0.25944 -0.47707 1.3 0.9 -0.1 0.02
S 1.72098 -2.03565 0.15360 -0.3 0.3 0.9 0.34
C 3.33202 -1.78371 0.83713 1.2 0.3 1.0 -0.74
H -1.90155 -0.09431 -1.36059 -0.1 0.0 0.2 0.35
H -1.09383 0.92026 -2.32444 -0.3 0.3 -0.2 0.39
H -2.64850 1.27275 -1.74305 0.2 0.4 0.0 0.35
H -0.37251 2.26679 -0.74744 0.0 0.1 0.5 0.45
H -1.94567 2.65532 1.43946 0.7 0.0 -0.1 0.42
H -2.77446 2.93126 -0.05580 0.7 0.0 -0.4 0.37
H -3.22500 0.75557 1.58207 0.2 0.2 0.8 0.34
H -1.07533 -0.30084 0.75923 0.0 0.0 0.3 0.50
H -0.00826 0.92803 1.49014 0.5 -0.1 -0.2 0.48
H 3.27693 -1.69335 1.94913 -0.8 -0.5 -0.3 0.36
H 3.96588 -0.89413 0.71123 -0.6 0.1 -1.2 0.37
H 3.91835 -2.68426 0.63867 -0.1 0.0 -0.2 0.36
```
Positions in Å, forces in eV/Å.

Summary:
Maximum force: 0.0313 hartree/bohr
Relative energy (zero: lowest compared OMol25 entry of this formula, charge and spin): 0.818 eV
Multiplicity: 2
⟨S²⟩: 0.76
Orbital gap (spin up / spin down): 10.400 / 6.458 eV
Highest occupied orbital energy (spin up / spin down): -18.4 / -18.4 eV
Charge: +2
E_tot: -29531.51539 eV

Entry from OMol25: a molecular structure, C6H14F6LiN5O8S2 at a distorted geometry (ωB97M-V with the def2-TZVPD basis set).

XYZ file:
```
42
Properties=species:S:1:pos:R:3:forces:R:3:mulliken_charge:R:1
Li 10.56862 -19.47917 -9.91060 0.0 0.5 -0.2 0.94
C 7.12476 -15.75164 -11.99068 -0.7 -0.3 0.7 0.66
F 7.27141 -14.39589 -12.08173 1.0 -1.8 -0.1 -0.21
F 5.84156 -15.95443 -12.24781 0.5 -0.4 -0.5 -0.20
F 7.91274 -16.48393 -12.85055 -0.9 1.6 0.8 -0.23
S 7.49488 -16.34663 -10.17876 1.7 1.0 1.1 0.97
O 8.90735 -15.97842 -10.03444 -1.0 -1.2 -0.6 -0.68
O 6.59895 -15.58178 -9.31908 0.7 -1.3 -1.6 -0.57
N 7.36409 -18.09394 -10.08118 0.2 3.3 -0.2 -0.44
S 5.84915 -18.24728 -9.58650 -2.7 -0.2 2.4 1.01
O 5.58481 -17.82150 -8.18035 0.8 -1.8 -2.9 -0.62
O 4.88079 -17.78321 -10.57181 0.8 -1.0 0.8 -0.59
C 5.76208 -20.21537 -9.61501 -1.1 1.2 0.1 0.59
F 5.63785 -20.63842 -10.88449 0.5 0.0 0.6 -0.22
F 6.81813 -20.78972 -9.01681 -0.1 0.1 -0.4 -0.22
F 4.65112 -20.61751 -8.95497 0.8 0.4 -0.4 -0.22
C 14.40253 -18.20024 -10.63045 0.9 2.0 -0.1 -0.44
C 13.87673 -17.92349 -12.01324 -0.1 -0.3 0.1 -0.36
O 12.59400 -18.54072 -12.13416 -0.4 -0.2 -0.1 -0.47
O 13.40249 -17.81483 -9.71739 -1.3 -1.8 1.3 -0.51
H 15.18144 -17.47921 -10.38249 0.8 -0.2 -0.7 0.28
H 14.86035 -19.18319 -10.51948 -0.9 -0.3 0.6 0.31
H 14.52785 -18.27987 -12.81146 0.2 0.2 0.1 0.35
H 13.76507 -16.83958 -12.04067 -0.2 0.0 -0.6 0.25
H 12.62045 -19.19795 -12.83342 0.1 0.1 -0.1 0.30
H 13.19225 -16.87839 -9.73938 0.4 0.1 -0.3 0.32
C 11.93325 -20.92092 -4.73054 3.4 2.9 2.5 0.70
O 12.53986 -19.90435 -4.28764 -1.0 -1.9 -0.9 -0.69
N 12.40034 -22.16147 -4.51173 0.2 -1.2 -0.1 -0.40
N 10.81729 -20.79686 -5.39948 -2.0 0.0 -1.4 -0.38
H 13.27941 -22.27088 -4.02660 -0.4 0.0 -0.1 0.22
H 11.84524 -22.96100 -4.78137 0.4 0.0 0.2 0.18
H 10.55767 -19.83377 -5.55808 -0.4 -0.4 -0.2 0.21
H 10.39230 -21.60463 -5.83190 -0.3 0.6 -0.1 0.18
C 11.94082 -24.36155 -9.55179 -0.3 -0.3 -0.1 0.64
O 11.54589 -23.25777 -9.73812 -1.3 4.0 -0.4 -0.64
N 11.44634 -25.40032 -10.15495 -1.5 -3.3 -2.0 -0.39
N 12.88276 -24.65244 -8.69713 2.6 -0.1 2.3 -0.40
H 10.59513 -25.31249 -10.69144 0.4 -0.1 0.1 0.22
H 11.85777 -26.30522 -9.97608 -0.6 0.1 -0.3 0.16
H 13.24720 -23.83069 -8.23668 0.5 -0.6 0.1 0.23
H 13.31129 -25.56697 -8.68621 0.2 0.6 0.4 0.18
```
Positions in Å, forces in eV/Å.

Summary:
Maximum force: 0.1001 hartree/bohr
Relative energy (zero: lowest compared OMol25 entry of this formula, charge and spin): 5.075 eV
Orbital gap: 7.528 eV
Highest occupied orbital energy: -9.1 eV
E_tot: -68457.79239 eV

Entry from OMol25: 2 unconnected molecules or ions with the total composition C3H4O2S at a distorted geometry (ωB97M-V with the def2-TZVPD basis set).

XYZ file:
```
10
Properties=species:S:1:pos:R:3:forces:R:3:mulliken_charge:R:1
C -0.91568 0.27084 0.95259 -0.2 0.2 -1.8 -0.50
C 0.77946 0.59400 -1.07478 0.5 5.3 1.4 0.63
C 0.75608 -0.77448 -1.20209 -0.2 -4.3 -1.4 -0.76
O 1.38884 1.58350 -1.24268 -2.1 -2.7 0.4 -0.26
O -1.76710 1.02632 3.26304 0.1 0.2 0.5 -0.53
S -0.66235 1.11761 2.28795 -0.8 -0.9 -0.9 0.25
H -1.88827 -0.31395 0.67538 1.7 1.1 0.8 0.21
H 1.66240 -1.10119 -1.72642 0.3 0.1 0.2 0.29
H -0.05019 -1.33671 -1.78091 0.5 1.5 1.0 0.31
H 0.69680 -1.06594 -0.15208 0.2 -0.5 -0.2 0.35
```
Positions in Å, forces in eV/Å.

Summary:
Maximum force: 0.1074 hartree/bohr
Relative energy (zero: lowest compared OMol25 entry of this formula, charge and spin): 5.477 eV
Orbital gap (spin up / spin down): 7.468 / 7.469 eV
Highest occupied orbital energy (spin up / spin down): -8.5 / -8.5 eV
E_tot: -18100.58852 eV

Entry from OMol25: a molecular structure, C45H30CoGeN8 (ωB97M-V with the def2-TZVPD basis set).

XYZ file:
```
85
Properties=species:S:1:pos:R:3:forces:R:3:mulliken_charge:R:1
Co -0.80434 -0.68486 0.32730 0.2 0.4 -0.1 -1.16
C -3.29475 4.44714 3.51667 0.0 0.0 0.0 -0.68
C -2.24236 4.22042 4.40161 0.0 0.0 0.0 -0.71
C -1.32217 3.19770 4.18821 -0.1 0.0 -0.1 -0.27
C -1.51013 2.41768 3.06351 -0.1 0.1 0.0 0.48
C -0.73209 1.30375 2.51085 0.1 0.0 0.1 -0.52
N 0.38195 0.91448 3.04388 -0.2 0.2 0.0 -0.41
C 1.09960 -0.07215 2.49034 0.0 0.0 0.2 -0.39
C 2.38532 -0.46312 2.98556 0.1 -0.1 -0.1 0.20
C 3.20203 0.05152 3.99428 -0.1 0.0 0.0 -0.17
C 4.40816 -0.58112 4.21167 0.0 0.0 0.0 -0.77
C 4.79664 -1.70482 3.45708 0.0 0.0 0.0 -0.79
C 3.98679 -2.22483 2.46756 0.0 0.0 0.0 -0.29
C 2.77029 -1.58329 2.23918 0.0 0.1 0.1 0.42
C 1.71246 -1.83364 1.30764 0.0 -0.1 0.1 -0.36
N 1.70679 -2.89303 0.48497 -0.1 0.0 -0.2 -0.43
C 0.81227 -3.01020 -0.44300 0.3 0.0 0.1 -0.54
N -0.18074 -2.11988 -0.78576 -0.2 0.1 0.4 1.20
C -0.83593 -2.62210 -1.88145 -0.1 0.1 -0.3 -0.57
N -1.77943 -2.06094 -2.56844 0.2 -0.2 0.0 -0.57
C -2.30508 -0.89083 -2.18092 -0.1 -0.1 0.0 -0.35
N -2.14572 -0.27725 -0.96139 0.2 0.1 -0.1 0.51
C -2.94353 0.83968 -0.96468 -0.2 0.0 0.0 -0.07
N -3.15221 1.69485 0.04464 0.1 0.1 0.2 -0.44
C -2.40544 1.66925 1.10055 -0.1 0.0 -0.1 -0.52
N -1.33749 0.84524 1.36382 0.0 -0.2 0.0 0.87
C -2.55791 2.64362 2.18439 0.1 0.1 0.2 0.34
C -3.47099 3.66091 2.38336 0.1 -0.1 0.0 -0.30
C -3.60645 0.96232 -2.22585 0.0 0.0 -0.1 0.40
C -4.50909 1.90420 -2.72213 0.0 -0.1 0.0 -0.38
C -4.97328 1.71467 -4.00645 0.0 0.0 0.0 -0.71
C -4.56669 0.61133 -4.78056 0.0 0.0 0.0 -0.69
C -3.68484 -0.32783 -4.29071 0.0 0.0 0.1 -0.36
C -3.20125 -0.13368 -2.99591 -0.1 0.1 0.0 0.56
C -0.24573 -3.90858 -2.26343 0.1 -0.2 0.0 0.19
C -0.54432 -4.79056 -3.28580 0.1 0.1 0.1 -0.19
C 0.23299 -5.94164 -3.36652 0.0 0.0 0.0 -0.73
C 1.26674 -6.18496 -2.46362 0.0 0.0 0.0 -0.76
C 1.56514 -5.28718 -1.44189 -0.1 0.1 -0.1 -0.20
C 0.78228 -4.15116 -1.36386 0.0 -0.1 -0.1 0.37
N 0.72345 -0.89500 1.45961 0.1 0.0 -0.2 0.81
H -3.98743 5.25152 3.72013 0.0 0.0 0.0 0.45
H -2.13913 4.85593 5.27023 0.0 0.0 0.0 0.44
H -0.50012 3.01867 4.86514 0.0 0.0 0.0 0.60
H 2.89194 0.90518 4.58027 0.0 0.0 0.0 0.60
H 5.07203 -0.21601 4.98279 0.0 0.0 0.0 0.43
H 5.74845 -2.17050 3.67013 0.0 0.0 0.0 0.44
H 4.27523 -3.09042 1.88811 0.0 0.0 0.0 0.61
H -4.27792 3.83603 1.68712 0.0 0.0 0.0 0.59
H -4.83153 2.73810 -2.11645 0.0 0.0 0.0 0.59
H -5.67122 2.42107 -4.43317 0.0 0.0 0.0 0.42
H -4.96570 0.50007 -5.77848 0.0 0.0 0.0 0.42
H -3.38253 -1.18451 -4.87435 0.0 0.0 0.0 0.58
H -1.34279 -4.59096 -3.98540 0.0 0.0 0.0 0.58
H 0.03447 -6.66533 -4.14578 0.0 0.0 0.0 0.42
H 1.84785 -7.09180 -2.56086 0.0 0.0 0.0 0.44
H 2.37002 -5.46369 -0.74359 0.0 0.0 0.0 0.59
Ge 0.62532 0.94808 -1.14226 0.4 0.1 -0.1 0.91
C 0.56318 2.63337 -0.23261 -0.2 -0.1 -0.1 0.27
C 1.39186 3.00060 0.82667 0.1 -0.1 0.0 0.45
C 1.23880 4.23327 1.43420 0.0 0.0 0.1 -1.06
C 0.25355 5.10695 0.99874 0.0 0.1 0.0 -0.42
C -0.57960 4.75318 -0.05109 0.0 0.0 0.0 -0.90
C -0.42694 3.52041 -0.66458 0.0 0.0 0.0 -0.08
C 2.25789 -0.03860 -1.38152 -0.1 0.2 -0.1 0.35
C 2.34565 -0.88586 -2.48800 -0.2 -0.1 0.0 -0.34
C 3.49779 -1.61336 -2.72644 0.1 0.0 0.0 -0.69
C 4.58112 -1.49020 -1.86607 0.0 0.0 -0.1 -0.64
C 4.51709 -0.62728 -0.78426 0.0 0.0 0.0 -0.68
C 3.36226 0.10038 -0.54626 0.0 0.0 0.2 -0.05
H -0.23891 0.97459 -2.40319 0.0 -0.1 0.0 -0.12
H 2.15475 2.32712 1.19435 0.0 0.0 0.0 0.16
H 1.88644 4.51146 2.25384 0.0 0.0 0.0 0.46
H 0.13573 6.06828 1.47938 0.0 0.0 0.0 0.46
H -1.34776 5.43377 -0.39112 0.0 0.0 0.0 0.45
H -1.08895 3.24946 -1.47920 0.0 0.0 0.0 0.38
H 1.50741 -0.98516 -3.16949 0.0 0.0 0.0 0.39
H 3.55352 -2.27263 -3.58231 0.0 0.0 0.0 0.46
H 5.48149 -2.06105 -2.04828 0.0 0.0 0.0 0.42
H 5.36450 -0.52311 -0.12008 0.0 0.0 0.0 0.48
H 3.32894 0.76251 0.31016 0.0 0.0 0.0 0.25
C -2.15043 -2.06074 1.49181 -0.3 -0.3 0.2 -1.44
H -2.35870 -2.85312 0.78367 0.0 0.0 0.0 0.41
H -2.97634 -1.40098 1.72400 0.0 0.0 0.0 0.40
H -1.50223 -2.32082 2.31977 0.0 0.0 0.0 0.46
```
Positions in Å, forces in eV/Å.

Summary:
Maximum force: 0.0090 hartree/bohr
Relative energy (zero: lowest compared OMol25 entry of this formula, charge and spin): 0.000 eV
Multiplicity: 5
⟨S²⟩: 6.05
Orbital gap (spin up / spin down): 4.847 / 6.561 eV
Highest occupied orbital energy (spin up / spin down): -8.6 / -11.6 eV
Charge: +1
E_tot: -153210.76856 eV

Entry from OMol25: 2 unconnected molecules or ions with the total composition CH5S3 at a distorted geometry (ωB97M-V with the def2-TZVPD basis set).

XYZ file:
```
9
Properties=species:S:1:pos:R:3:forces:R:3:mulliken_charge:R:1
S 1.56269 -2.32619 2.15282 -0.3 0.3 0.1 -0.35
H 0.58475 -2.45743 1.22375 0.3 0.2 0.3 0.13
C -0.98766 1.01623 -1.39982 -0.3 -1.0 1.0 -0.77
S -0.73502 0.75136 0.38472 0.7 0.3 -0.1 -0.17
S 1.33849 0.93712 0.59666 -0.4 0.1 0.0 -0.68
H -2.06026 0.85845 -1.44586 -0.4 0.5 -0.5 0.24
H -0.63655 1.98150 -1.73686 0.0 0.1 -0.1 0.25
H -0.55775 0.17303 -1.92826 0.4 0.1 -0.3 0.24
H 1.49132 -0.93408 2.15285 0.0 -0.7 -0.4 0.11
```
Positions in Å, forces in eV/Å.

Summary:
Maximum force: 0.0291 hartree/bohr
Relative energy (zero: lowest compared OMol25 entry of this formula, charge and spin): 0.208 eV
Orbital gap: 6.029 eV
Highest occupied orbital energy: -2.4 eV
Charge: -1
E_tot: -33625.09535 eV

Entry from OMol25: C10H8N8O4 in the gas phase at a distorted geometry (ωB97M-V with the def2-TZVPD basis set).

XYZ file:
```
30
Properties=species:S:1:pos:R:3:forces:R:3:mulliken_charge:R:1
O -3.77967 3.01278 1.87974 2.0 -0.3 -0.3 -0.57
N -2.56826 3.26646 1.88729 -0.4 2.0 0.7 0.90
O -2.12549 4.38386 2.26727 -0.5 -1.9 -0.8 -0.62
C -1.56747 2.28361 1.49319 -0.1 0.0 0.5 -0.36
C -0.20391 2.56931 1.59061 -1.5 -0.6 -0.3 0.05
C 0.70800 1.53717 1.36070 1.2 0.1 -0.8 -0.68
N 2.10606 1.87166 1.32501 1.1 1.4 0.7 1.01
O 2.40172 3.05916 1.62583 -0.2 -2.3 -0.7 -0.66
O 2.96017 1.00423 1.03892 -1.6 0.9 0.3 -0.64
C 0.38319 0.12751 1.19920 0.3 -2.8 0.9 -0.18
N -1.00719 -0.08085 1.47917 -1.8 0.3 -1.1 0.47
N -1.61628 -1.29124 1.11483 -1.1 1.2 -0.4 -0.21
N -2.83998 -1.01111 0.75713 1.8 0.7 1.7 -0.62
N -3.12565 0.32354 0.91156 1.7 0.1 -0.3 -0.32
C -1.96218 0.91729 1.25644 -0.7 -1.3 0.4 0.58
H 0.12269 3.57971 1.85449 -0.1 -0.5 -0.2 0.58
H 1.06943 -0.59774 1.76026 -1.0 1.4 -0.3 0.35
N 0.53570 -0.76229 -0.20614 0.1 0.1 -0.9 0.08
C 0.76921 -2.09830 -0.09687 0.9 0.2 -0.3 -0.06
C 1.05372 -2.88949 -1.20253 -0.3 0.6 0.4 -0.82
C 0.95218 -2.32048 -2.49416 -0.2 0.4 0.4 1.19
N 1.20000 -3.05508 -3.60458 1.0 -0.3 -1.2 -0.51
C 0.52168 -0.97577 -2.58942 0.0 0.2 0.7 -0.89
C 0.31412 -0.23872 -1.42377 0.5 -0.2 -0.4 -0.02
H 0.79237 -2.49902 0.91882 0.1 0.2 -0.4 0.45
H 1.39017 -3.92358 -1.09641 -0.4 0.3 0.2 0.28
H 1.34605 -2.55150 -4.50557 -0.3 -0.7 1.3 0.24
H 1.74663 -3.93267 -3.50969 -0.8 1.1 -0.1 0.24
H 0.42114 -0.51541 -3.57193 -0.1 0.0 0.4 0.29
H 0.00185 0.80696 -1.41940 0.2 -0.2 -0.2 0.43
```
Positions in Å, forces in eV/Å.

Summary:
Maximum force: 0.0582 hartree/bohr
Orbital gap: 7.751 eV
Highest occupied orbital energy: -8.5 eV
E_tot: -30602.00690 eV